1.
Density functional theory data (the ωB97M-V functional and the def2-TZVPD basis) for a 2-piece molecular cluster, C4H8O2 overall in a non-equilibrium geometry.

XYZ file:
```
14
Properties=species:S:1:pos:R:3:forces:R:3
O -1.829 1.554 -0.488 -0.2 0.0 -1.1
O 0.141 -0.634 1.803 0.5 -0.4 0.7
C -0.576 -0.878 0.609 -0.2 -0.2 0.5
C -1.584 0.554 -1.122 -0.4 0.8 -0.5
C 0.872 -0.654 0.588 0.3 0.0 -0.1
C 1.523 0.614 0.097 -0.1 0.0 0.1
H 1.493 -1.549 0.543 -0.1 0.1 -0.3
H 2.341 0.896 0.766 -0.1 0.0 -0.1
H -1.000 -1.867 0.408 0.1 0.1 0.4
H -2.288 -0.300 -1.212 -0.1 0.3 -0.1
H -1.228 -0.027 0.497 0.2 -0.9 0.2
H -0.620 0.391 -1.639 -0.1 0.2 -0.1
H 0.807 1.440 0.053 0.1 -0.1 0.1
H 1.948 0.460 -0.903 -0.1 0.0 0.2
```
Positions in Å, forces in eV/Å.

For the total energy, the calculation gives -8369.607 eV. As for the SMILES: C[C@@H]1CO1.C=O. For the largest force on an atom, the calculation gives 0.021 Eh/bohr. The calculation puts the orbital gap at 10.84 eV. The relative energy (zero: lowest compared OMol25 entry of this formula, charge and spin) comes out at 84.8 kcal per mole.



2.
Density functional theory data (the ωB97M-V functional and the def2-TZVPD basis) for one molecule with the formula C2H5IN2OS in a non-equilibrium geometry.

XYZ file:
```
12
Properties=species:S:1:pos:R:3:forces:R:3
I 0.737 -2.857 -0.813 0.2 0.4 -0.1
S 0.396 1.819 1.932 0.0 0.9 0.3
O -1.503 0.622 0.111 -1.0 -3.3 -3.0
N -0.746 -1.425 -0.575 1.3 0.6 0.6
N 0.638 0.478 -1.012 -0.5 2.0 1.2
C 0.719 0.480 1.138 -2.0 -2.9 -0.2
C -0.351 -0.122 -0.056 2.5 3.4 -0.3
H 1.556 -0.128 1.430 0.5 -0.3 -0.5
H 0.705 0.236 -1.950 -0.3 -1.7 -2.0
H -1.424 1.284 0.741 0.8 2.1 2.2
H -1.222 -1.883 0.156 -1.4 -0.4 1.0
H 0.495 1.498 -1.102 0.0 -0.7 0.8
```
Positions in Å, forces in eV/Å.

For the total energy, the calculation gives -26115.845 eV. As for the SMILES: N[C@](O)(C=S)NI. For the largest force on an atom, the calculation gives 0.090 Eh/bohr. The calculation puts the orbital gap at 8.34 eV. The relative energy (zero: lowest compared OMol25 entry of this formula, charge and spin) comes out at 40.2 kcal per mole.